Entry 1:
Molecular formula: C38H37N2PtS4Sb3Se
Method: DFT, wB97M-V/def2-TZVPD

Geometry as XYZ:
```
86
Properties=species:S:1:pos:R:3:lowdin_charge:R:1
Pt -0.06591 -0.56752 -0.29636 0.2974
C 2.69024 -1.81919 2.29047 -0.3548
C 1.43701 -2.68597 2.49128 -0.3879
C 0.52622 -2.18706 3.62217 -0.3517
Sb 0.00528 -0.05980 3.50843 1.5202
C -2.04288 -0.49565 3.08419 -0.3865
C -3.10483 -0.29943 3.96446 -0.1055
C -4.40403 -0.61424 3.56988 -0.0683
C -4.64932 -1.13130 2.30363 -0.0689
C -3.59421 -1.32623 1.41812 -0.0930
C -2.31050 -0.99045 1.81607 -0.2057
C -0.10828 0.15509 5.63154 -0.3929
C -0.64814 -0.82993 6.46296 -0.1400
C -0.62773 -0.67114 7.84316 -0.0858
C -0.07390 0.47485 8.40536 -0.0876
C 0.46476 1.45989 7.58752 -0.0855
C 0.45381 1.29828 6.20500 -0.1330
Sb 2.30594 -0.17180 0.95010 1.3692
C 4.16844 -0.01439 -0.07271 -0.3840
C 4.66446 1.25424 -0.35079 -0.1417
C 5.92130 1.39003 -0.92666 -0.0624
C 6.68246 0.26484 -1.22282 -0.0824
C 6.17306 -1.00228 -0.97388 -0.0922
C 4.91250 -1.14307 -0.40800 -0.1364
C 2.76767 1.49935 2.19685 -0.4307
C 3.89333 1.38491 3.00692 -0.1331
C 4.23907 2.42484 3.86296 -0.0828
C 3.47611 3.58527 3.88907 -0.0852
C 2.36872 3.70900 3.05595 -0.0740
C 2.00551 2.66225 2.21784 -0.1999
H 3.50681 -2.39987 1.85707 0.0484
H 3.03625 -1.40766 3.24297 0.0579
H 1.73593 -3.71568 2.71141 0.1063
H 0.87394 -2.72548 1.55872 0.0358
H 1.02934 -2.31444 4.58378 0.0564
H -0.40319 -2.75573 3.63968 0.0559
H -2.91617 0.09878 4.95553 0.0944
H -5.22916 -0.45854 4.25654 0.1072
H -5.66205 -1.36972 1.99698 0.1108
H -3.77656 -1.72902 0.42986 0.0977
H -1.46694 -1.08933 1.08730 -0.0160
H -1.08814 -1.72378 6.03128 0.0989
H -1.03966 -1.44390 8.48179 0.1029
H -0.06104 0.59712 9.48180 0.1025
H 0.89830 2.35193 8.02446 0.1037
H 0.88950 2.06423 5.56895 0.0852
H 4.07787 2.13795 -0.13524 0.0217
H 6.30152 2.38078 -1.14238 0.1101
H 7.66997 0.37648 -1.65399 0.1030
H 6.75559 -1.88219 -1.22024 0.1012
H 4.51445 -2.13697 -0.22995 0.0875
H 4.50881 0.49104 2.97051 0.1009
H 5.10802 2.32730 4.50300 0.1029
H 3.74771 4.39651 4.55497 0.1028
H 1.78682 4.62346 3.04968 0.1105
H 1.14034 2.76577 1.58071 0.0133
S 2.16743 3.70745 -1.18174 -0.0952
Sb 0.55372 2.30000 -1.91314 -0.1085
S 1.32963 0.03822 -2.25766 0.1016
S -0.79095 1.66532 0.01212 0.0141
S -0.80624 2.95781 -3.59289 -0.1793
Se -2.22586 -0.15965 -1.97100 0.6608
C -3.92495 0.34820 -1.26466 -0.6356
C -4.11719 1.37090 -0.34465 -0.1251
C -5.41239 1.65956 0.06204 -0.1426
N -6.49347 1.01173 -0.38008 0.0544
C -6.29327 0.03874 -1.27057 -0.1545
C -5.04154 -0.32747 -1.74403 -0.1376
H -3.28046 1.92535 0.04854 0.0237
H -5.59527 2.45472 0.77876 0.1072
H -7.18309 -0.47185 -1.62643 0.1026
H -4.93923 -1.12476 -2.46957 0.0928
C 0.31552 -6.95003 -1.23573 -0.0320
C 0.11813 -5.46328 -1.13363 -0.2449
C 0.89694 -4.56488 -1.85309 0.0021
C 0.73056 -3.20511 -1.66565 -0.1345
N -0.16474 -2.70239 -0.80557 -0.1227
C -0.95365 -3.55805 -0.14451 -0.1251
C -0.84362 -4.92413 -0.28019 0.0006
H 0.97897 -7.21055 -2.05844 0.0810
H -0.63896 -7.45925 -1.37535 0.0888
H 0.75528 -7.32263 -0.30838 0.0925
H 1.64048 -4.91798 -2.55933 0.1221
H 1.32878 -2.49106 -2.21526 0.0363
H -1.69462 -3.13130 0.51966 0.0950
H -1.50438 -5.56980 0.28546 0.1254
```

Output
* molecular weight: 1289.31 g mol⁻¹
* HOMO (spin up / spin down): -7.13 / -7.14 eV
* energy relative to the best compared isomer or geometry (same formula, charge and spin): 194.9 kJ/mol
* orbital gap (spin up / spin down): 4.4 / 4.5 eV

---

Entry 2:
Molecular formula: C8H5NOS
Method: DFT, wB97M-V/def2-TZVPD

Geometry as XYZ:
```
16
Properties=species:S:1:pos:R:3:nbo_charge:R:1
C 0.48883 -2.21164 0.00519 -0.2483
C -0.82533 -2.52408 -0.00912 -0.3886
C 0.78801 -0.81518 -0.04873 -0.0175
C -0.38556 -0.05814 -0.08260 -0.2993
C 2.21513 -0.51572 -0.00730 -0.5651
C -0.74843 1.26708 -0.32894 0.1913
C 3.03995 0.49248 0.02435 0.7520
C -2.36642 3.06107 0.08524 -0.2930
N -1.57682 2.07615 -0.01169 -0.2433
O 3.84500 1.33093 0.04641 -0.4355
S -1.81078 -1.12221 -0.02091 0.4264
H 1.25541 -2.96965 0.02846 0.2196
H -1.27896 -3.49458 -0.01817 0.2401
H 2.79548 -1.43713 0.03733 0.2711
H -3.29747 3.04919 -0.45369 0.1944
H -2.13805 3.87142 0.75415 0.1957
```

Output
* molecular weight: 163.20 g mol⁻¹
* HOMO: -7.21 eV
* energy relative to the best compared isomer or geometry (same formula, charge and spin): 239.5 kJ/mol
* orbital gap: 7.4 eV

---

Entry 3:
Molecular formula: C3H8N3P
Method: DFT, wB97M-V/def2-TZVPD

Geometry as XYZ:
```
15
Properties=species:S:1:pos:R:3:nbo_charge:R:1
C 0.50850 -0.66613 -0.37018 0.0741
C 0.31622 -1.89741 0.49414 -0.5980
C -0.57067 1.50679 -0.62782 -0.4486
N 1.89242 -0.40706 -0.78508 -0.8925
N 0.66951 0.77958 1.39898 -0.5269
N 0.04305 0.53040 0.27883 -0.1897
P 2.86522 0.41921 0.05020 0.7764
H -0.00032 -0.71624 -1.25358 0.1872
H 0.52952 -2.75364 0.04968 0.2103
H -0.67459 -2.07306 0.77364 0.2199
H 1.07622 -1.73182 1.38203 0.2241
H 0.24982 1.91841 -1.29167 0.1973
H -1.46078 0.87792 -1.17765 0.2323
H -0.80616 2.38563 -0.00341 0.2155
H 0.70468 1.76801 1.43170 0.3188
```

Output
* molecular weight: 117.09 g mol⁻¹
* HOMO (spin up / spin down): -6.87 / -6.87 eV
* energy relative to the best compared isomer or geometry (same formula, charge and spin): 250.2 kJ/mol
* orbital gap (spin up / spin down): 6.9 / 6.9 eV

---

Entry 4:
Molecular formula: C6H14MoN3
Method: DFT, wB97M-V/def2-TZVPD

Geometry as XYZ:
```
24
Properties=species:S:1:pos:R:3:mulliken_spin:R:1
C 2.62582 -2.33664 -2.68457 0.0085
Mo 1.23073 1.20335 -0.29448 2.1354
N 1.67705 2.16164 1.58727 -0.0190
H 2.37902 2.07809 -1.08295 -0.0774
H 1.25115 3.08896 1.60349 0.0090
H 3.36812 -2.91783 -2.15279 -0.0011
H 2.78080 -2.33065 -3.77257 0.0012
H 2.63656 -1.29679 -2.31627 -0.0082
H 1.62243 -2.71221 -2.47634 -0.0016
H 1.35841 1.67709 2.43530 0.0039
H 2.68333 2.32025 1.65751 0.0067
N 0.14202 -0.58663 1.69691 -0.0200
C -1.01981 -0.31660 0.97976 -0.0089
C -2.31119 -0.62139 1.43286 0.0136
C -3.38829 -0.14263 0.69087 -0.0143
C -3.12835 0.58855 -0.48369 0.0028
C -1.81884 0.86111 -0.86837 -0.0407
N -0.75849 0.48300 -0.07862 0.0109
H 0.97362 -0.87197 1.14789 0.0035
H -0.00981 -1.21417 2.47300 0.0038
H -2.41476 -1.19901 2.35536 -0.0002
H -4.42056 -0.31684 1.00331 -0.0010
H -3.94010 0.98173 -1.09661 0.0012
H -1.51889 1.41958 -1.75626 -0.0081
```

Output
* molecular weight: 224.14 g mol⁻¹
* charge: +1
* HOMO (spin up / spin down): -11.38 / -10.60 eV
* energy relative to the best compared isomer or geometry (same formula, charge and spin): 9.6 kJ/mol
* spin multiplicity: 3
* orbital gap (spin up / spin down): 7.4 / 6.3 eV